(1)
Entry from the Open Molecules 2025 dataset: a structure of composition C13H20ClNO at a distorted geometry (ωB97M-V/def2-TZVPD).

Element x y z (Å)
C: -1.62324 -3.04762 -2.01371
C: -2.14710 -1.56357 -1.98962
C: -1.13566 -0.71341 -1.31786
C: 0.24790 -0.43604 -1.92966
N: 1.16376 0.48762 -1.12292
H: 1.51172 -0.05366 -0.21125
C: 1.15989 1.71072 -0.93212
C: 2.14239 2.56913 -0.44261
C: 2.03475 2.60686 1.09137
H: 2.86129 3.00118 1.60418
O: 2.14033 1.19535 1.56188
C: 0.93361 0.67149 1.87102
C: 0.90777 -0.67805 2.45100
C: -0.03258 -1.64309 2.54524
C: -1.40283 -0.94467 2.55259
C: -1.37971 0.22981 2.33710
C: -0.45606 1.06798 2.12926
H: -0.53528 2.09727 1.80657
Cl: -3.16642 0.93576 2.06783
H: -2.10440 -1.75160 2.79815
H: 0.07274 -2.52222 2.84685
H: 2.23684 -1.27499 2.32106
H: 1.21306 3.01654 1.33706
H: 3.26380 1.83938 -0.61800
H: 2.18048 3.65124 -0.96715
H: 0.90677 2.10510 -2.17234
H: 0.01990 2.02688 -0.44739
H: 0.76329 -1.44301 -2.30665
H: 0.24984 0.02508 -2.82624
H: -0.82495 -1.14890 -0.17758
H: -1.47080 0.36458 -1.14851
H: -2.16542 -0.96669 -3.01411
H: -2.99685 -1.43916 -1.52991
H: -2.43015 -3.47059 -2.42100
H: -0.68708 -3.05840 -2.51988
H: -1.45160 -3.44630 -1.21265

## Properties
- net charge = 0
- F_max (eV/A) = 16.9
- energy relative to the best compared isomer or geometry (same formula, charge and spin) (kcal per mole) = 303.8
- HOMO level (eV) = -7.988
- Kohn-Sham gap (eV) = 8.75
- E_LUMO (eV) = 0.762

=====

(2)
Entry from the Open Molecules 2025 dataset: a structure of composition C13H20EuI2N3O8P2 at a distorted geometry (ωB97M-V/def2-TZVPD).

Element x y z (Å)
I: 0.34289 -1.02712 -3.88102
I: -0.43890 1.46851 -3.10130
Eu: 0.03962 -1.53482 0.33475
P: -2.41125 -0.01020 -0.14373
C: -3.55491 1.33627 0.27882
C: -3.19623 -0.61189 -1.67894
H: -4.27775 -0.69142 -1.54337
H: -4.25844 -1.21552 0.65896
H: -2.73924 -1.57004 -1.94320
H: -2.79868 -2.24672 0.86214
H: -3.35050 2.15040 -0.42483
H: -2.88824 0.12169 -2.42630
C: -3.21155 -1.24054 0.95746
H: -4.57582 0.95467 0.20525
H: -3.08578 -0.94773 1.99989
H: -3.29998 1.64083 1.29964
P: 2.40910 0.09968 -0.15231
C: 3.58245 1.42632 0.25670
C: 3.15820 -1.13209 0.98878
H: 2.79122 -1.48771 -1.90473
H: 4.31357 -0.56948 -1.49643
H: 2.92653 0.18733 -2.43369
C: 3.23413 -0.51745 -1.65930
H: 2.76232 -2.14748 0.86020
H: 4.21613 -1.10431 0.73980
H: 4.58407 1.01582 0.12782
H: 3.35552 1.71606 1.28596
H: 2.98866 -0.81934 2.02074
H: 3.37797 2.26146 -0.42103
C: 0.01002 1.63098 0.44837
O: -0.31709 2.71690 0.62555
O: -0.37034 -2.08721 8.28130
N: 0.00321 -0.99460 7.80939
O: 0.34473 -0.03415 8.53086
C: 0.05470 -0.81850 6.37282
C: -0.30352 -1.91400 5.55427
C: -0.17441 -1.75695 4.17380
C: 0.09173 -0.46287 3.61369
O: -0.26448 -0.20256 2.41331
C: 0.61571 0.56166 4.48548
C: 0.50252 0.40080 5.86158
N: 1.05007 1.83194 3.90874
O: 1.15441 2.81220 4.69296
O: 1.33440 1.93160 2.69114
N: -0.53348 -2.90376 3.35872
O: -1.07458 -3.86393 3.90760
O: -0.21407 -2.97558 2.10209
H: -0.64504 -2.84575 5.97608
H: 0.72687 1.21837 6.56506

## Properties
- net charge = +2
- F_max (eV/A) = 3.7
- energy relative to the best compared isomer or geometry (same formula, charge and spin) (kcal per mole) = 55.8
- 2S+1 = 7
- HOMO level (alpha / beta) (eV) = -13.756 / -15.263
- Kohn-Sham gap (alpha / beta) (eV) = 4.32 / 5.39
- E_LUMO (alpha / beta) (eV) = -9.438 / -9.868

=====

(3)
Entry from the Open Molecules 2025 dataset: a structure of composition C13H20MnN3O4 (ωB97M-V/def2-TZVPD).

Element x y z (Å)
Mn: 0.12328 -0.04384 -0.08381
O: -0.76767 1.36811 3.98087
C: -0.44458 0.79799 2.84047
O: -0.61740 1.31586 1.74748
C: 0.17008 -0.55537 2.97472
C: 0.41654 -1.23828 4.14604
C: 1.01045 -2.49882 4.03304
C: 1.32459 -3.01455 2.78926
C: 1.03907 -2.25085 1.66055
N: 0.48063 -1.05802 1.78192
C: 1.33940 -2.67968 0.21795
O: 1.86312 -3.75413 0.04070
O: 0.98147 -1.79917 -0.65835
H: -1.16189 2.23969 3.81569
H: 0.15980 -0.81376 5.10530
H: 1.22247 -3.06977 4.92704
H: 1.78328 -3.98468 2.65897
C: -1.76992 -1.17498 -2.14973
N: -1.63718 0.09299 -1.40111
C: -2.91153 0.39373 -0.72585
C: -1.28008 1.20421 -2.31541
C: 0.19899 1.19900 -2.66496
N: 1.05501 1.35860 -1.46390
C: 1.06798 2.76026 -1.00911
C: 2.43516 0.93598 -1.78645
H: -2.56002 -1.08987 -2.90247
H: -2.02016 -1.97719 -1.45832
H: -0.83016 -1.43782 -2.62889
H: -3.71593 0.53773 -1.45425
H: -2.80882 1.29620 -0.12475
H: -3.18099 -0.43598 -0.07383
H: -1.54813 2.13957 -1.82261
H: -1.87411 1.14272 -3.23365
H: 0.41211 1.99402 -3.38777
H: 0.47029 0.25274 -3.13516
H: 1.46102 3.41679 -1.79203
H: 1.70155 2.84823 -0.12816
H: 0.06589 3.08956 -0.74082
H: 2.83625 1.53109 -2.61267
H: 2.44121 -0.11911 -2.05322
H: 3.06893 1.08078 -0.91272

## Properties
- net charge = +1
- F_max (eV/A) = 0.2
- energy relative to the best compared isomer or geometry (same formula, charge and spin) (kcal per mole) = 0.0
- 2S+1 = 6
- HOMO level (alpha / beta) (eV) = -12.036 / -12.506
- Kohn-Sham gap (alpha / beta) (eV) = 8.38 / 8.72
- E_LUMO (alpha / beta) (eV) = -3.660 / -3.789

=====

(4)
Entry from the Open Molecules 2025 dataset: a structure of composition C13H21BKNO3 at a distorted geometry (ωB97M-V/def2-TZVPD).

Element x y z (Å)
C: 3.70836 -2.97432 0.11344
C: 2.89116 -1.60110 0.00828
O: 3.68864 -0.43570 -0.38067
B: 3.20071 0.79922 0.29180
O: 3.45910 0.87569 1.76261
N: 2.53950 1.91306 -0.42911
C: 1.35676 1.34385 -1.12970
O: 0.12197 2.18611 -0.98585
C: -0.94921 1.20492 -0.95138
C: -1.08879 0.28317 -2.22436
C: -2.14956 -0.84817 -2.33770
C: -2.17529 -1.73602 -3.66196
C: -3.11865 -1.08218 -1.11952
C: -2.97884 -0.13368 0.11567
C: -1.92583 0.99740 0.24562
C: -1.75979 1.96816 1.51631
C: -2.84596 1.64082 2.66007
C: -0.30577 1.65264 2.15179
H: 2.99162 -3.85440 -0.09855
H: 4.07582 -3.10477 1.19091
H: 4.53458 -3.04614 -0.67215
H: 2.30366 -1.33391 0.98346
H: 2.07282 -1.70872 -0.80372
H: 2.59850 1.22763 2.12322
H: 1.51319 1.20626 -2.25441
H: 1.09219 0.35554 -0.58353
H: -0.38228 0.43657 -3.11860
H: -3.08934 -1.58762 -4.32494
H: -1.19212 -1.50857 -4.22680
H: -2.08225 -2.84808 -3.35628
H: -3.91308 -1.91612 -1.11950
H: -3.69136 -0.28991 0.99807
H: -1.76292 3.08075 1.22927
H: -3.88995 1.82651 2.23020
H: -2.59964 2.30766 3.55982
H: -2.66698 0.55514 2.98133
H: 0.04494 0.58614 1.88215
H: 0.43313 2.44976 1.80567
H: -0.37860 1.67368 3.30548
K: 2.31955 -0.56125 2.62355

## Properties
- net charge = 0
- F_max (eV/A) = 7.3
- HOMO level (eV) = -6.676
- Kohn-Sham gap (eV) = 5.73
- E_LUMO (eV) = -0.951

=====

(5)
Entry from the Open Molecules 2025 dataset: a structure of composition C13H21Br4F6O5Rb at a distorted geometry (ωB97M-V/def2-TZVPD).

Element x y z (Å)
Rb: -2.83867 -3.02735 -1.30515
C: 0.28269 -2.05114 -1.09882
O: -0.56374 -1.92040 0.00560
H: 1.31623 -1.68916 -0.91961
H: 0.34212 -3.11959 -1.50422
H: -0.09285 -1.49317 -2.03764
Br: 1.82278 -4.50309 2.61989
C: 0.43836 -3.10178 2.38980
C: 1.07561 -1.73494 2.49079
Br: 1.32687 -1.31987 4.38265
H: -0.25756 -3.31504 3.16423
H: -0.04012 -3.30047 1.44628
H: 0.46083 -1.00542 1.99442
H: 2.05579 -1.64452 2.03428
Br: -0.41129 1.95442 -5.78199
C: -1.25675 1.16243 -4.21248
C: -2.73021 1.27263 -4.46498
Br: -3.68912 0.17706 -3.13525
H: -0.96501 1.76477 -3.35654
H: -0.96098 0.07930 -4.18499
H: -2.96050 0.87342 -5.41605
H: -3.23659 2.22632 -4.46997
C: -3.69435 0.64754 0.94554
C: -3.01841 -0.24551 1.91317
O: -3.94846 -1.09619 2.64869
C: -4.37821 -2.15315 2.07200
O: -4.11558 -2.57044 0.93878
C: -5.53629 -2.93266 2.82100
F: -6.12214 -2.22900 3.79042
F: -6.54201 -3.32102 2.02019
F: -5.02760 -4.09297 3.34638
H: -4.13450 0.13468 0.12741
H: -2.89428 1.30681 0.56687
H: -4.40320 1.35241 1.47350
H: -2.54068 0.28159 2.75533
H: -2.30102 -0.84008 1.35180
C: 5.72478 4.02155 1.31421
C: 5.51892 3.95038 -0.12558
O: 4.55425 2.93615 -0.46486
C: 4.83186 2.23440 -1.51358
O: 5.67850 2.32643 -2.32685
C: 3.84672 1.08717 -1.58343
F: 4.19818 0.05859 -2.36727
F: 3.69398 0.55538 -0.36105
F: 2.62096 1.45861 -1.96628
H: 6.04096 3.11388 1.76086
H: 4.82237 4.34660 1.80020
H: 6.43349 4.81600 1.55425
H: 6.44217 3.68918 -0.64402
H: 5.13166 4.87927 -0.48794

## Properties
- net charge = 0
- F_max (eV/A) = 3.3
- HOMO level (eV) = -7.147
- Kohn-Sham gap (eV) = 6.65
- E_LUMO (eV) = -0.500

=====

(6)
Entry from the Open Molecules 2025 dataset: a cluster of 8 separate species, C13H21Cl6N5 in total at a distorted geometry (ωB97M-V/def2-TZVPD).

Element x y z (Å)
C: -21.73387 -4.00741 -2.06733
C: -20.50864 -4.11517 -2.89439
N: -19.61669 -4.27729 -3.60713
H: -21.98101 -4.95291 -1.52905
H: -22.57727 -3.88929 -2.79271
H: -21.65326 -3.16370 -1.36013
C: -17.81479 -5.94882 -5.83150
C: -17.10976 -5.98631 -4.48120
N: -16.54184 -6.01072 -3.51666
H: -18.76998 -5.45115 -5.69129
H: -17.97065 -6.98637 -6.18444
H: -17.16728 -5.30158 -6.45293
C: -14.08613 -0.49900 -2.35191
C: -13.77481 -1.38759 -1.22734
N: -13.52214 -2.08380 -0.33079
H: -13.37895 -0.74690 -3.14289
H: -13.91841 0.50303 -2.00461
H: -15.14317 -0.63197 -2.62563
C: -15.08004 -2.27032 2.89089
C: -16.55781 -2.40755 3.04531
N: -17.63581 -2.59334 3.25712
H: -14.65433 -3.09792 2.35815
H: -14.55954 -2.03187 3.84625
H: -14.86188 -1.39956 2.23536
C: -11.35725 -4.48170 0.67890
C: -10.31652 -3.42999 0.49607
N: -9.56902 -2.58670 0.35679
H: -11.24241 -5.21116 -0.12412
H: -12.33993 -4.00759 0.57026
H: -11.17327 -4.98151 1.62800
C: -19.95302 -4.70484 1.55734
Cl: -19.91759 -6.37399 2.22230
Cl: -21.48204 -3.89050 1.71749
H: -19.08716 -4.24924 2.06959
H: -19.80195 -4.78608 0.49063
C: -15.12882 -8.97672 -3.07795
Cl: -13.94315 -9.68132 -4.24260
Cl: -16.81133 -9.52933 -3.38739
H: -14.83861 -9.31336 -2.12280
H: -15.02174 -7.88138 -3.20145
C: -16.56730 -4.75100 -0.34659
Cl: -17.42269 -3.11675 -0.20838
Cl: -16.56490 -5.47737 1.25589
H: -17.14972 -5.37392 -1.00322
H: -15.52517 -4.61315 -0.60047

## Properties
- net charge = 0
- F_max (eV/A) = 5.9
- energy relative to the best compared isomer or geometry (same formula, charge and spin) (kcal per mole) = 0.0
- structure (SMILES) = ClCCl.ClCCl.ClCCl.CC#N.CC#N.CC#N.CC#N.CC#N
- HOMO level (eV) = -10.596
- Kohn-Sham gap (eV) = 10.91
- E_LUMO (eV) = 0.317

=====

(7)
Entry from the Open Molecules 2025 dataset: a structure of composition C13H21F8NO4RuTe at a distorted geometry (ωB97M-V/def2-TZVPD).

Element x y z (Å)
Ru: 0.18830 -0.99905 0.52562
C: 1.26521 0.06975 4.24684
O: 0.76215 0.51071 3.03459
C: 0.01360 1.70411 3.17101
C: -0.43173 2.10445 1.78649
O: -1.02905 0.96050 1.12108
C: -2.23405 1.21265 0.36447
C: -2.94428 -0.08619 0.13729
O: -2.13621 -0.84867 -0.77670
C: -2.72893 -1.22812 -2.00085
H: 1.61493 -0.99034 4.10323
H: 0.50451 0.07021 5.04330
H: 2.48167 0.98032 5.56749
H: 0.55203 2.53626 3.63608
H: -0.86365 1.48818 3.84340
H: 0.37219 2.49725 1.16720
H: -1.19119 2.85559 1.80939
H: -1.95475 1.66444 -0.60264
H: -2.85597 1.86566 0.91690
H: -3.90023 0.09848 -0.25766
H: -2.99986 -0.64177 1.06559
H: -2.90254 -0.27970 -2.55157
H: -3.68066 -1.76329 -1.84458
H: -2.02623 -1.89182 -2.53026
F: 1.93786 1.63128 -5.84580
C: 2.67135 1.77205 -4.75499
F: 2.88835 3.07493 -4.57409
F: 3.85622 1.20061 -4.95096
C: 1.96648 1.21609 -3.54109
C: 1.72125 1.96892 -2.42788
C: 1.05538 1.34688 -1.35535
N: 0.53816 0.11664 -1.41912
C: 0.80674 -0.58354 -2.53989
C: 1.57265 -0.09800 -3.56382
H: 2.08918 3.01479 -2.31991
H: 0.91259 1.82719 -0.41859
H: 0.36753 -1.58127 -2.56570
H: 1.80892 -0.74813 -4.39774
C: 2.38977 -1.12303 0.75900
H: 2.61771 -1.13861 1.83732
H: 2.88135 -0.34029 0.20153
H: 2.52967 -2.10156 0.34226
F: -3.08036 -3.01851 0.57609
Te: -1.72271 -4.06288 0.96443
F: -0.94702 -2.37342 2.00797
F: -0.08768 -2.87679 -0.63077
F: -2.26572 -4.40937 2.70716
F: -2.75273 -5.46784 0.33238
O: 2.36982 0.86421 4.60183

## Properties
- net charge = +1
- F_max (eV/A) = 4.5
- energy relative to the best compared isomer or geometry (same formula, charge and spin) (kcal per mole) = 0.0
- 2S+1 = 6
- HOMO level (alpha / beta) (eV) = -11.397 / -13.431
- Kohn-Sham gap (alpha / beta) (eV) = 8.22 / 8.56
- E_LUMO (alpha / beta) (eV) = -3.182 / -4.875

=====

(8)
Entry from the Open Molecules 2025 dataset: a structure of composition C13H21F9FeIO3P2 at a distorted geometry (ωB97M-V/def2-TZVPD).

Element x y z (Å)
C: -6.40052 -1.36205 -3.84605
C: -4.93972 -1.64475 -3.62291
H: -6.77689 -1.98156 -4.67178
H: -6.53148 -0.30250 -4.09658
H: -6.95916 -1.59520 -2.93161
O: -4.22451 -2.41576 -4.21013
I: -4.04434 -0.45106 -1.98031
Fe: -0.85684 -0.04168 -0.36033
P: -0.91263 -1.51757 1.21942
C: 0.28996 -2.83246 1.59800
C: -1.11612 -0.86843 2.91291
H: -1.42522 -1.69822 3.55990
H: -2.66311 -3.07523 1.76842
H: -1.87683 -0.08337 2.90188
H: -3.25682 -1.74162 0.68618
H: 1.21757 -2.36359 1.95401
H: -0.16515 -0.43726 3.25152
C: -2.44590 -2.45485 0.89216
H: -0.13819 -3.47176 2.37795
H: -2.30056 -3.06874 -0.00497
H: 0.49723 -3.41746 0.69566
P: 0.09552 1.51085 -1.52632
C: 1.73082 1.49605 -2.32876
C: -1.04250 1.76586 -2.93201
H: -0.72414 3.37247 -0.23059
H: 0.43681 3.88887 -1.50745
H: 1.02239 3.12223 0.02290
C: 0.22268 3.14724 -0.72853
H: -2.07010 1.82620 -2.54599
H: -0.74809 2.68529 -3.44959
H: 1.81570 2.39673 -2.94670
H: 1.83361 0.59767 -2.94666
H: -0.98261 0.89653 -3.59800
H: 2.50172 1.49459 -1.54598
C: 1.07485 -0.72297 -0.40358
O: 1.80799 -1.46499 -0.94894
F: 1.60101 1.00156 3.68168
C: 2.74448 0.35263 3.32803
F: 3.72788 0.75139 4.17993
F: 2.51973 -0.97408 3.55147
C: 3.07325 0.61633 1.80614
O: 2.01442 0.28112 1.05000
C: 3.33772 2.16892 1.69073
F: 4.33368 2.61980 2.50097
F: 3.66336 2.50975 0.41056
F: 2.20741 2.86275 1.99787
C: 4.40290 -0.16129 1.42449
F: 5.45307 0.21055 2.20942
F: 4.23292 -1.50099 1.55986
F: 4.74277 0.07407 0.13169

## Properties
- net charge = +2
- F_max (eV/A) = 7.5
- energy relative to the best compared isomer or geometry (same formula, charge and spin) (kcal per mole) = 0.0
- 2S+1 = 6
- HOMO level (alpha / beta) (eV) = -15.516 / -15.484
- Kohn-Sham gap (alpha / beta) (eV) = 8.23 / 4.47
- E_LUMO (alpha / beta) (eV) = -7.282 / -11.010